# 1
This record from OMol25 describes a structure of composition C43H48BN10Rb at a distorted geometry. The level of theory is ωB97M-V with the def2-TZVPD basis set.

Cartesian coordinates (Å):
H 1.413 1.630 -5.318
H 5.820 -1.420 0.987
C -3.433 0.506 -5.800
C 2.817 -4.455 1.279
N 2.878 -0.226 0.541
H 2.730 2.233 -4.315
H 1.815 1.350 -1.636
H -2.352 -3.215 4.694
H -3.321 1.012 1.008
H -2.888 -2.054 5.905
H -0.332 3.696 4.338
C -4.328 -1.571 0.893
H 2.426 2.960 -2.048
N -3.356 -1.651 3.056
C -5.230 -3.172 -1.126
H 1.645 -5.667 2.697
C -2.805 -3.920 -1.354
H -2.965 0.924 -8.318
H -4.722 -0.607 -2.846
N -0.401 1.501 -3.099
C 0.479 3.733 -3.717
H -0.478 -7.541 -0.621
C 1.527 2.350 -1.955
C 4.786 0.499 1.451
B 3.491 -2.529 -0.252
C 1.559 -1.690 -3.197
H 1.400 4.311 -3.786
C 2.795 -1.913 -3.816
N -2.353 -4.926 -0.608
H -6.370 -0.944 1.158
H -7.188 -2.366 -0.713
C -1.267 1.492 -5.434
N -3.453 -2.308 0.207
C 0.886 4.170 2.546
C -5.681 -1.558 0.597
C -2.495 0.572 -3.592
H 2.899 1.697 1.343
H -2.418 4.055 2.702
C 3.626 -2.284 -2.781
C -2.491 -1.233 3.970
H 2.032 0.645 -3.987
C -2.208 -3.546 -2.554
C -3.074 0.392 1.860
N 1.650 -1.915 -1.899
N 2.904 -2.277 -1.646
H -0.403 1.965 -5.879
C -1.300 1.235 -4.027
C -0.875 4.427 1.156
N 2.515 -3.315 0.634
H 3.773 -4.930 1.152
C 1.802 1.659 -4.304
H -5.646 0.133 -4.165
H -0.155 4.181 -2.956
H -5.551 -3.845 -1.910
C -1.068 -4.224 -2.948
H 0.071 -6.293 0.505
H -0.204 -3.702 2.166
C -0.576 -5.248 -2.154
C -3.521 0.231 -4.431
C -1.262 -5.571 -0.987
H -1.703 1.813 2.720
H 0.326 -5.780 -2.421
H 1.190 4.717 0.426
H -1.213 1.068 -8.167
H 0.877 2.798 -1.207
C -0.283 3.948 3.284
Rb -0.212 -0.295 -0.270
C -3.622 -0.879 2.006
C -2.288 1.126 -6.285
H 5.513 1.120 1.938
H 4.663 -2.565 -2.783
C -6.138 -2.364 -0.448
N 3.793 -1.184 0.430
C -2.202 -2.208 5.074
C -0.784 -6.656 -0.065
N 1.288 -2.918 0.949
C 4.955 -0.784 0.975
C -2.167 1.414 -7.762
H -2.602 -2.722 -3.131
H 3.051 -1.804 -4.850
H -2.582 0.378 -2.524
C -3.896 -3.115 -0.758
C 1.729 -4.818 2.045
H -1.129 0.307 4.617
H 1.897 4.128 2.930
H -1.576 -6.921 0.632
C 3.451 0.796 1.150
H -1.467 4.630 0.275
C 0.796 -3.805 1.792
H -2.233 2.490 -7.937
C -1.858 0.002 3.880
H -0.038 3.773 -4.672
C 0.518 4.466 1.235
C -4.760 -0.458 -3.922
H -1.181 -2.106 5.433
C 0.796 2.279 -3.309
H 4.505 -3.159 -0.372
C -2.173 0.837 2.816
H -4.246 0.235 -6.464
H -4.876 -1.431 -4.405
H -0.557 -3.945 -3.857
H 0.632 -1.354 -3.630
C -1.370 4.116 2.428

Results
**Orbital gap**: 4.79 eV
**Net charge**: -2
**HOMO**: -1.06 eV
**Spin multiplicity**: 1

Results of the Löwdin charge analysis, in e, for atoms 1 through 8:
1. H 0.053
2. H 0.101
3. C -0.091
4. C -0.109
5. N 0.032
6. H 0.072
7. H 0.034
8. H 0.070


# 2
This record from OMol25 describes a structure of composition C43H48Cl3GeN2P4PbS2. The level of theory is ωB97M-V with the def2-TZVPD basis set.

Cartesian coordinates (Å):
Cl 1.331 -3.707 0.460
H -1.962 -3.069 3.017
N -4.255 3.491 0.404
H -3.997 -2.644 1.660
H -0.121 4.757 0.372
Pb -0.545 0.326 -0.090
C -3.718 -1.602 1.495
C 7.117 1.014 1.392
C 2.922 0.337 -3.938
C 2.544 5.394 -0.375
H 0.008 2.521 -2.312
H 3.199 1.605 -7.562
C -1.535 1.281 3.753
H 2.654 6.058 -1.223
H -8.564 4.698 0.977
H 5.331 -2.957 0.872
C -2.774 2.405 -2.486
S 1.557 0.321 1.593
H -0.828 0.607 4.237
C 2.133 0.991 -1.275
C 4.432 1.163 0.719
C -1.011 4.367 0.869
C -3.611 -1.137 3.970
H 2.390 6.988 1.050
Cl 3.387 -4.456 -2.244
H 7.428 -2.807 -0.435
H -3.538 4.890 -1.525
C 6.527 -2.334 -0.802
P -2.142 0.526 2.217
H -1.017 2.213 3.528
C -0.512 3.475 -2.437
H 8.165 0.961 1.655
H -0.621 3.668 -3.507
H 6.449 0.182 3.254
N -4.670 1.482 2.293
H 3.720 -0.753 -7.040
H -2.366 1.482 4.429
C 5.401 1.605 -0.180
C -7.958 3.014 2.188
H -2.967 -0.905 4.819
S 1.125 -1.629 -2.511
H -0.934 -1.751 3.566
C -5.466 3.337 0.984
H -6.344 4.981 -0.091
H 0.117 4.264 -2.020
C -3.295 2.661 0.737
H 2.694 3.611 -1.560
C -6.528 4.205 0.639
H 2.482 3.146 -5.770
C 3.120 1.250 -6.543
C 6.155 0.578 2.291
H 2.147 5.476 2.990
C 3.315 -0.539 -4.952
H -1.781 5.138 0.909
H -7.092 1.377 3.269
H -3.197 -1.557 0.533
C -2.538 4.851 -1.942
P 2.736 -0.279 -2.268
C 4.810 0.651 1.958
H -4.015 -2.139 4.135
C 5.403 -1.033 -2.484
H -0.735 4.078 1.881
H 7.493 1.864 -0.542
H -8.936 2.912 2.638
C 2.258 5.067 1.994
P -1.648 2.932 -0.044
H 2.290 2.329 -3.442
H 5.114 2.013 -1.144
C -6.952 2.164 2.541
C -5.679 2.312 1.943
C -7.744 4.040 1.232
C -1.617 -2.062 2.773
C 2.612 1.661 -4.232
Ge 1.533 -3.646 -1.658
C 6.740 1.524 0.156
C 2.569 4.020 -0.564
C 6.554 -1.634 -2.001
H 2.182 3.028 2.662
C 3.416 -0.078 -6.251
C -3.508 1.637 1.706
C -2.833 -1.133 2.652
P 2.694 1.405 0.311
H -1.053 -2.131 1.837
H 7.475 -1.556 -2.563
H -4.438 -0.433 3.951
H 3.292 -1.866 0.051
C 2.717 2.116 -5.538
C 2.276 3.693 1.811
H -2.317 1.411 -2.447
C 2.430 3.169 0.529
H 4.061 0.304 2.659
Cl -0.078 -4.728 -2.499
C 5.350 -2.424 -0.069
C -1.909 3.464 -1.798
C 4.216 -1.144 -1.761
C 4.198 -1.824 -0.544
H -4.632 -1.014 1.423
H 3.529 -1.579 -4.732
H 5.437 -0.480 -3.413
H -3.772 2.350 -2.053
H -1.928 5.622 -1.468
H -2.883 2.663 -3.541
H -2.591 5.092 -3.007
C 2.394 5.916 0.903

Results
**⟨S²⟩**: 0.7553
**Orbital gap (alpha / beta)**: 8.09 / 6.52 eV
**Net charge**: +2
**HOMO (alpha / beta)**: -13.46 / -13.27 eV
**Spin multiplicity**: 2

Results of the Löwdin charge analysis, in e, for atoms 1 through 8:
1. Cl 0.221
2. H 0.102
3. N 0.149
4. H 0.100
5. H 0.032
6. Pb 0.812
7. C -0.085
8. C -0.052